(1)
54
Properties=species:S:1:pos:R:3:mulliken_charge:R:1 method="wB97M-V/def2-TZVPD" e_tot_ev=-37589.255 multiplicity=1 gap_ev=3.219 total_charge=-1 lumo_ev=1.938 fmax_ev_per_a=2.709
C 0.043 -1.603 -2.051 -0.606
C -1.237 -1.549 -1.476 -0.694
C -1.141 -1.769 -0.111 -0.422
C 0.210 -2.012 0.198 -0.392
C 0.953 -1.930 -0.995 -0.959
La 0.181 0.644 -0.385 0.095
C -1.666 2.669 -1.458 -1.146
C -0.679 2.963 -2.354 0.478
C 0.293 2.898 -3.325 -0.628
N 1.598 0.157 1.198 -0.298
H -1.937 -1.833 0.621 0.446
H -2.156 -1.381 -2.019 0.468
H 0.589 -2.328 1.162 0.877
H 1.981 -2.122 -1.112 0.525
H 0.284 -1.565 -3.103 0.474
H -2.527 2.025 -1.680 0.295
H 2.638 0.157 0.938 0.056
H -1.718 3.094 -0.397 0.343
H -0.023 3.070 -4.388 0.228
H 1.414 2.823 -3.045 0.192
C -0.711 4.276 4.250 -0.335
C 0.342 4.040 3.372 -0.778
C 0.623 2.705 2.962 -0.713
C -0.179 1.655 3.440 0.466
C -1.237 1.908 4.322 -0.241
C -1.508 3.244 4.739 -0.677
Si 0.270 -0.033 2.756 0.498
C 1.750 -0.661 3.626 0.278
C 2.748 -1.187 2.810 -0.123
C 4.007 -1.521 3.292 -0.970
C 4.239 -1.414 4.678 -0.324
C 3.235 -0.932 5.525 -0.678
C 1.977 -0.555 5.012 0.093
C -1.192 -1.169 3.403 0.292
C -0.936 -2.325 4.153 -0.361
C -1.987 -3.216 4.495 -0.593
C -3.293 -2.934 4.078 -0.431
C -3.569 -1.780 3.347 -0.643
C -2.520 -0.888 3.022 -0.044
H -0.926 5.323 4.566 0.281
H 0.957 4.852 2.981 0.377
H 1.421 2.492 2.251 0.457
H -1.876 1.101 4.670 0.325
H -2.334 3.435 5.421 0.388
H 2.536 -1.403 1.750 0.006
H 4.780 -1.862 2.599 0.388
H 5.213 -1.712 5.072 0.350
H 3.401 -0.911 6.615 0.315
H 1.186 -0.219 5.682 0.397
H 0.084 -2.557 4.469 0.325
H -1.768 -4.110 5.079 0.372
H -4.108 -3.637 4.325 0.305
H -4.592 -1.550 3.029 0.353
H -2.748 0.012 2.449 0.313



(2)
11
Properties=species:S:1:pos:R:3:mulliken_charge:R:1 method="wB97M-V/def2-TZVPD" e_tot_ev=-6186.334 multiplicity=1 gap_ev=11.139 smiles="C=NC.C#N" total_charge=0 lumo_ev=0.807 fmax_ev_per_a=2.193
C 0.025 0.955 0.518 -0.157
N 0.040 0.168 -0.465 -0.302
C 0.070 0.777 -1.810 -0.722
H 0.321 2.044 0.568 0.247
H -0.341 0.440 1.484 0.120
H 0.345 0.022 -2.627 0.241
H -1.003 1.067 -1.991 0.277
H 0.632 1.718 -1.977 0.284
C -0.021 -2.433 2.048 0.199
N -0.004 -2.913 3.103 -0.349
H -0.065 -1.845 1.149 0.162



(3)
81
Properties=species:S:1:pos:R:3:mulliken_charge:R:1 method="wB97M-V/def2-TZVPD" e_tot_ev=-37966.713 multiplicity=1 gap_ev=10.558 smiles=CCO.CCO.CCO.CCO.CCO.CCO.CCO.CCO.CCO total_charge=0 lumo_ev=0.721 fmax_ev_per_a=3.232
C 2.963 -2.322 -4.153 -1.123
C 2.110 -1.121 -4.641 -0.325
O 1.109 -0.769 -3.735 -0.521
H 3.152 -2.440 -3.102 0.257
H 3.941 -2.363 -4.601 0.354
H 2.486 -3.246 -4.494 0.376
H 1.721 -1.310 -5.658 0.288
H 2.798 -0.256 -4.757 0.329
H 0.901 -1.543 -3.158 0.205
C -0.542 5.965 3.349 -0.821
C 0.233 4.674 3.077 -0.410
O -0.605 3.531 2.749 -0.415
H -1.235 6.074 2.584 0.053
H 0.077 6.822 3.200 0.407
H -1.086 6.002 4.338 0.245
H 0.815 4.446 3.912 0.498
H 0.945 4.912 2.279 0.256
H -1.088 3.854 1.913 0.168
C -3.469 -1.795 0.374 -0.559
C -3.775 -0.505 1.119 -0.548
O -2.671 0.391 1.196 -0.371
H -2.941 -1.548 -0.553 0.044
H -4.411 -2.298 0.110 0.462
H -2.753 -2.507 0.948 0.047
H -4.205 -0.644 2.095 0.420
H -4.497 0.008 0.576 0.334
H -2.163 0.307 1.994 0.143
C 4.079 -0.402 -1.244 -0.553
C 3.991 0.705 -2.249 -0.190
O 2.731 1.449 -2.166 -0.524
H 3.245 -1.112 -1.427 -0.313
H 4.069 0.055 -0.251 0.327
H 5.033 -0.815 -1.447 0.483
H 4.068 0.295 -3.270 0.033
H 4.814 1.366 -2.065 0.391
H 2.037 1.028 -2.731 0.227
C -0.306 -1.335 2.949 -0.231
C 0.213 -0.109 3.603 -0.348
O -0.892 0.814 3.696 -0.601
H 0.440 -2.166 2.933 0.126
H -0.559 -1.124 1.868 -0.191
H -1.157 -1.781 3.468 0.375
H 0.972 0.297 2.941 0.210
H 0.525 -0.352 4.601 0.398
H -0.640 1.730 3.417 0.368
C 0.363 1.631 -0.018 -0.192
C -0.414 1.333 -1.272 -0.315
O -1.149 0.049 -1.149 -0.608
H 1.096 0.797 0.068 0.037
H -0.259 1.681 0.876 -0.058
H 0.898 2.559 -0.054 0.556
H 0.253 1.337 -2.124 0.204
H -1.176 2.140 -1.417 0.180
H -1.672 0.120 -0.331 0.209
C 1.933 -5.896 1.619 -1.307
C 1.185 -4.550 1.759 0.149
O 1.954 -3.513 1.157 -0.539
H 1.506 -6.645 2.298 0.359
H 2.976 -5.694 1.785 0.325
H 1.839 -6.401 0.680 0.301
H 1.003 -4.324 2.856 0.313
H 0.170 -4.558 1.254 0.078
H 1.464 -3.094 0.433 0.232
C -3.931 5.183 -1.099 -1.090
C -3.247 4.806 0.283 -0.362
O -2.035 4.043 0.213 -0.459
H -3.367 5.675 -1.841 0.335
H -4.723 5.939 -0.818 0.337
H -4.360 4.237 -1.421 0.277
H -3.988 4.270 0.875 0.344
H -2.948 5.641 0.904 0.280
H -2.196 3.174 -0.083 0.143
C -0.007 -4.336 -2.090 -1.313
C -0.459 -3.065 -1.341 0.178
O 0.567 -2.090 -1.323 0.097
H -0.031 -4.131 -3.159 0.400
H -0.713 -5.151 -1.854 0.406
H 1.020 -4.720 -1.836 0.176
H -0.805 -3.334 -0.313 -0.130
H -1.321 -2.715 -1.968 0.339
H 0.101 -1.265 -1.139 0.338



(4)
22
Properties=species:S:1:pos:R:3:mulliken_charge:R:1 method="wB97M-V/def2-TZVPD" e_tot_ev=-12017.147 multiplicity=1 gap_ev=10.143 smiles="C=C(C)[C@@](C)(O)[C@H](N)O" total_charge=0 lumo_ev=0.775 fmax_ev_per_a=1.912
C 1.377 0.652 -1.629 -1.231
C 1.076 0.446 -0.354 0.629
C 1.703 1.257 0.742 -1.542
C 0.027 -0.580 0.076 1.818
C -0.042 -1.790 -0.859 -2.188
O 0.296 -1.101 1.363 -0.666
C -1.332 0.180 0.067 -0.417
N -1.430 1.069 1.175 -0.650
O -2.457 -0.768 0.352 -0.575
H 2.139 1.362 -1.909 0.323
H 0.956 0.075 -2.435 0.248
H 2.362 2.013 0.324 0.425
H 2.285 0.623 1.411 0.320
H 0.922 1.747 1.326 0.348
H -0.543 -1.547 -1.793 0.416
H -0.579 -2.588 -0.352 0.510
H 0.965 -2.130 -1.083 0.455
H 0.338 -0.361 1.979 0.401
H -1.464 0.697 -0.894 0.443
H -1.812 0.363 1.881 0.338
H -2.189 1.725 1.021 0.275
H -2.597 -1.345 -0.408 0.320